No. 1
{"formula": "C6H15Cl2PSi", "method": "ωB97M-V/def2-TZVPD", "elements": ["C", "C", "C", "C", "C", "C", "Si", "P", "Cl", "Cl", "H", "H", "H", "H", "H", "H", "H", "H", "H", "H", "H", "H", "H", "H", "H"], "coordinates": [[-1.984, 0.944, -0.204], [-0.507, 0.810, 1.899], [0.366, 1.957, -0.334], [0.418, -1.349, -2.052], [-0.679, -2.339, 0.666], [-0.467, 0.798, 0.197], [0.201, -1.044, -0.220], [4.555, -0.420, -0.069], [2.460, -1.298, 0.527], [4.122, 1.427, 0.393], [-2.509, 0.030, -0.070], [-2.498, 1.721, 0.271], [-1.951, 1.259, -1.288], [-1.419, 0.415, 2.314], [-0.403, 1.814, 2.189], [0.422, 0.274, 2.208], [1.004, 1.597, -1.068], [-0.438, 2.669, -0.670], [0.990, 2.379, 0.426], [1.382, -1.427, -2.541], [-0.269, -2.159, -2.457], [-0.043, -0.381, -2.564], [-0.569, -3.228, 0.123], [-0.497, -2.395, 1.678], [-1.690, -2.055, 0.645]], "mol_weight_da": 217.152}

***

No. 2
{"formula": "C6H15CsNO4S", "method": "ωB97M-V/def2-TZVPD", "elements": ["Cs", "S", "O", "O", "O", "O", "C", "C", "N", "C", "C", "C", "C", "H", "H", "H", "H", "H", "H", "H", "H", "H", "H", "H", "H", "H", "H", "H"], "coordinates": [[-12.641, -9.023, -23.041], [-10.224, -8.830, -22.235], [-11.273, -9.668, -21.735], [-10.328, -7.456, -21.724], [-8.918, -9.098, -21.683], [-10.272, -8.730, -23.686], [-13.194, -13.043, -26.440], [-12.177, -11.907, -26.495], [-11.903, -11.241, -25.243], [-11.265, -12.079, -24.242], [-11.347, -11.467, -22.855], [-11.048, -10.051, -25.583], [-11.819, -8.852, -26.151], [-14.143, -12.726, -26.007], [-12.881, -13.869, -25.802], [-13.346, -13.431, -27.448], [-11.247, -12.296, -26.909], [-12.516, -11.261, -27.305], [-11.506, -13.140, -24.316], [-10.214, -12.159, -24.521], [-11.234, -10.384, -22.815], [-12.267, -11.629, -22.294], [-10.580, -11.837, -22.175], [-10.255, -10.340, -26.273], [-10.548, -9.694, -24.682], [-11.152, -8.002, -26.296], [-12.577, -8.529, -25.437], [-12.352, -9.031, -27.084]], "mol_weight_da": 330.161, "total_charge": -1, "relative_energy_kcal_mol": 202.9}

***

no.,calculated total energy (hartree)
1,-1788.7833
2,-1011.3943